The following is a quantum chemistry calculation of a single C5H7N molecule, from OMol25.

```
! RIJCOSX wB97M-V def2-TZVPD def2/J DEFGRID3
* xyz 0 1
C 0.23 -1.52 -1.90
C -0.22 -0.20 -1.39
C -0.10 0.18 -0.07
C -0.41 1.37 0.95
C -0.10 1.25 2.20
N -0.03 1.08 3.40
H -0.64 -2.13 -2.18
H 0.80 -2.08 -1.16
H 0.84 -1.39 -2.79
H -0.68 0.46 -2.11
H 0.37 -0.60 0.54
H -0.86 2.27 0.57
H 0.80 1.31 3.94
*
```

The energy above the lowest of the compared OMol25 structures with the same formula, charge and spin comes out at 55.1 kcal/mol. The calculation puts the LUMO energy at 1.019 eV. As for the gap between HOMO and LUMO: 9.2 eV. The calculation puts the HOMO energy at -8.2 eV.

=====

The following is a quantum chemistry calculation of a single C16H21Br2N3OS molecule, from OMol25.

```
! RIJCOSX wB97M-V def2-TZVPD def2/J DEFGRID3
* xyz 0 1
C 1.28 -2.64 1.56
C 1.97 -2.81 0.12
C 1.37 -4.10 -0.69
C 2.01 -1.48 -0.78
C 0.69 -0.58 -0.72
C 0.67 0.82 -0.07
C 1.92 1.52 0.65
Br 2.37 0.67 2.43
C 3.22 1.71 -0.29
C 3.61 3.28 -0.44
Br 4.78 0.89 0.71
C -0.71 1.63 -0.09
C -2.01 1.09 -0.75
C -3.39 1.94 -0.80
C -3.90 2.40 0.66
C -4.47 1.08 1.41
N -3.55 0.45 2.39
O -5.61 0.63 1.15
C -2.06 -0.34 -1.43
N -3.18 -1.01 -2.07
S -2.54 -2.53 -2.56
N -0.92 -2.37 -2.04
C -0.67 -1.10 -1.38
H 1.11 -3.69 2.01
H 2.07 -2.14 2.24
H 0.29 -2.06 1.54
H 3.07 -3.10 0.33
H 1.17 -3.85 -1.80
H 0.39 -4.49 -0.24
H 2.12 -4.96 -0.66
H 2.98 -0.93 -0.54
H 2.11 -1.83 -1.88
H 1.57 2.59 0.94
H 3.12 1.18 -1.30
H 4.65 3.36 -0.90
H 2.80 3.81 -1.07
H 3.69 3.72 0.62
H -0.78 2.67 0.41
H -3.16 2.89 -1.40
H -4.19 1.30 -1.33
H -3.07 2.93 1.27
H -4.80 3.09 0.50
H -3.41 -0.53 2.05
H -2.62 0.89 2.25
*
```

The calculation puts the LUMO energy at -1.562 eV. As for the gap between HOMO and LUMO: 7.1 eV. The calculation puts the HOMO energy at -8.7 eV.

=====

The following is a quantum chemistry calculation of a molecular structure, C34H31Cl2GeN4O2STc, from OMol25.

```
! RIJCOSX wB97M-V def2-TZVPD def2/J DEFGRID3
* xyz 2 1
Tc -0.30 -1.50 0.10
N 3.85 -0.89 1.41
C 2.58 -1.25 1.25
S 1.94 -1.23 -0.53
N 1.80 -1.61 2.23
N 0.53 -1.93 1.84
C -0.14 -2.54 2.83
C -1.47 -3.03 2.90
C -1.94 -3.72 4.10
C -3.23 -4.19 4.09
C -4.12 -3.96 3.02
C -3.74 -3.27 1.92
C -2.39 -2.87 1.79
O -2.06 -2.41 0.63
H 4.38 -0.54 0.62
H 4.23 -0.73 2.35
H 0.44 -2.68 3.74
H -1.34 -3.86 4.99
H -3.62 -4.79 4.94
H -5.15 -4.37 3.10
H -4.40 -3.08 1.06
O -1.57 -0.98 -1.59
C -2.13 -2.21 -2.16
C -1.07 -3.28 -2.16
C -0.89 -4.17 -3.20
C 0.03 -5.22 -3.06
C 0.77 -5.31 -1.86
C 0.59 -4.33 -0.92
N -0.28 -3.33 -1.06
H -2.29 -0.30 -1.40
H -2.49 -1.97 -3.17
H -2.96 -2.49 -1.49
H -1.43 -4.02 -4.13
H 0.16 -5.94 -3.87
H 1.46 -6.13 -1.69
H 1.15 -4.31 0.03
Cl -1.97 2.77 3.96
C -2.16 0.99 3.68
Cl -1.95 0.58 1.97
H -3.18 0.73 3.95
H -1.38 0.50 4.26
C 0.61 0.04 -0.37
Ge 0.88 1.83 -0.77
C 1.40 2.08 -2.65
C 1.29 1.03 -3.61
C 1.78 1.18 -4.92
C 2.48 2.33 -5.25
C 2.55 3.39 -4.36
C 1.94 3.28 -3.10
C -0.70 3.02 -0.67
C -0.85 4.03 0.32
C -2.06 4.71 0.51
C -3.13 4.43 -0.33
C -3.02 3.45 -1.33
C -1.79 2.80 -1.52
C 2.11 2.63 0.52
C 3.43 2.97 0.16
C 4.39 3.32 1.13
C 4.01 3.36 2.48
C 2.72 3.04 2.86
C 1.78 2.70 1.89
H 0.86 0.07 -3.31
H 1.74 0.37 -5.64
H 2.95 2.41 -6.22
H 3.04 4.31 -4.66
H 1.93 4.20 -2.49
H 0.03 4.31 0.91
H -2.11 5.50 1.27
H -4.02 5.05 -0.31
H -3.86 3.20 -1.94
H -1.67 2.08 -2.33
H 3.70 2.90 -0.88
H 5.41 3.57 0.77
H 4.72 3.72 3.25
H 2.46 3.02 3.93
H 0.74 2.52 2.19
*
```

The energy above the lowest of the compared OMol25 structures with the same formula, charge and spin comes out at 0.0 kcal/mol. The calculation puts the LUMO energy (spin up / spin down) at -7.813 / -7.906 eV. As for the gap between HOMO and LUMO (spin up / spin down): 5.5 / 5.4 eV. The calculation puts the HOMO energy (spin up / spin down) at -13.3 / -13.3 eV.

=====

The following is a quantum chemistry calculation of 2 unconnected molecules or ions with the total composition C5H15NOS, from OMol25.

```
! RIJCOSX wB97M-V def2-TZVPD def2/J DEFGRID3
* xyz 0 1
C -2.41 0.35 -0.04
N -1.20 -0.39 0.36
C -1.54 -1.79 0.65
C -0.57 0.23 1.54
C 0.92 -0.09 1.69
C 1.60 -0.25 0.36
S 1.94 1.39 -0.41
H -2.68 0.02 -1.03
H -2.14 1.40 -0.13
H -3.25 0.26 0.66
H -2.14 -2.15 -0.19
H -1.99 -1.97 1.63
H -0.62 -2.38 0.58
H -1.14 -0.02 2.46
H -0.74 1.30 1.47
H 1.00 -0.98 2.28
H 1.35 0.72 2.31
H 0.96 -0.76 -0.34
H 2.54 -0.79 0.38
H 1.26 1.22 -1.54
O -0.42 -0.60 -3.00
H -0.15 0.06 -2.36
H -0.82 -1.31 -2.49
*
```

The energy above the lowest of the compared OMol25 structures with the same formula, charge and spin comes out at 19.5 kcal/mol. The calculation puts the LUMO energy at 0.762 eV. As for the gap between HOMO and LUMO: 9.8 eV. The calculation puts the HOMO energy at -9.0 eV.

=====

The following is a quantum chemistry calculation of a single C5H7NO molecule, from OMol25.

```
! RIJCOSX wB97M-V def2-TZVPD def2/J DEFGRID3
* xyz 0 1
C -1.98 -0.12 -0.06
C -0.52 -0.13 0.28
N -0.01 -1.08 1.33
C 0.01 0.25 1.67
C 1.81 0.44 -1.04
C 0.47 0.10 -0.64
O 0.61 0.66 -1.85
H -2.27 0.86 -0.45
H -2.55 -0.32 0.84
H -2.22 -0.88 -0.82
H 0.89 -1.53 1.07
H 1.00 0.72 1.77
H 2.49 -0.32 -1.42
H 2.27 1.36 -0.70
*
```

The energy above the lowest of the compared OMol25 structures with the same formula, charge and spin comes out at 136.0 kcal/mol. The calculation puts the LUMO energy (spin up / spin down) at 0.532 / 0.514 eV. As for the gap between HOMO and LUMO (spin up / spin down): 7.9 / 7.8 eV. The calculation puts the HOMO energy (spin up / spin down) at -7.4 / -7.3 eV.

=====

The following is a quantum chemistry calculation of 2 unconnected molecules or ions with the total composition C9H14, from OMol25.

```
! RIJCOSX wB97M-V def2-TZVPD def2/J DEFGRID3
* xyz 1 2
C 0.80 -1.36 -1.16
C -1.36 -2.21 1.88
C -0.85 -2.14 0.58
C -0.59 -1.65 2.96
C 0.28 -1.38 0.22
C 0.57 -1.01 2.63
C 0.98 -0.87 1.28
H -2.22 -2.81 2.11
H -1.40 -2.68 -0.23
H -1.08 -1.55 3.90
H 1.08 -0.50 3.34
H 1.83 -1.00 -1.13
H 0.22 -0.93 -1.99
H 1.84 -0.20 1.08
H 1.07 -2.37 -1.54
C 0.34 3.33 -2.06
C -0.60 2.35 -1.45
H 0.05 3.68 -3.11
H 0.40 4.23 -1.38
H 1.32 2.93 -2.17
H -0.23 2.00 -0.41
H -0.84 1.48 -2.06
H -1.59 2.66 -1.27
*
```

The energy above the lowest of the compared OMol25 structures with the same formula, charge and spin comes out at 27.7 kcal/mol. The calculation puts the LUMO energy (spin up / spin down) at -4.410 / -8.690 eV. The expectation value of S² is 0.77. As for the gap between HOMO and LUMO (spin up / spin down): 9.8 / 5.5 eV. The calculation puts the HOMO energy (spin up / spin down) at -14.2 / -14.2 eV.

=====

For reference, electronic energy by record: -6786.122; -174363.886; -140394.580; -19800.490; -8830.305; -9550.241 eV.